No. 1
Below is a 10-piece molecular cluster, C14H48N12O10 overall in a non-equilibrium geometry, with properties calculated with wB97M-V/def2-TZVPD.

Calculated values
E_HOMO: -9.779 eV
Total charge: 0
Energy above the lowest of the compared OMol25 structures with the same formula, charge and spin: 153.1 kcal per mole
Molar mass: 544.612 g mol⁻¹
Structure (SMILES): NC(N)=O.NC(N)=O.NC(N)=O.NC(N)=O.NC(N)=O.NC(N)=O.CCO.CCO.CCO.CCO
Gap between HOMO and LUMO: 9.00 eV

Last column: Löwdin charge in e.
CARTESIAN COORDINATES (ANGSTROEM)
N 8.93 -11.53 -2.33  0.182
C 9.11 -12.59 -1.67  -0.866
N 8.04 -13.19 -1.27  0.173
O 10.19 -13.06 -1.40  0.028
H 8.09 -11.01 -2.16  0.123
H 9.81 -11.15 -2.63  0.131
H 7.10 -12.82 -1.35  0.113
H 8.15 -14.03 -0.72  0.118
N 7.15 -9.47 2.74  0.152
C 6.95 -10.54 3.40  -0.819
N 7.23 -10.31 4.66  0.153
O 6.39 -11.52 2.99  0.059
H 6.72 -9.29 1.84  0.123
H 7.63 -8.63 3.02  0.109
H 7.55 -9.39 4.93  0.101
H 6.92 -10.99 5.34  0.122
N 9.30 -19.20 1.00  0.155
C 9.10 -17.97 0.59  -0.825
N 9.84 -17.69 -0.41  0.170
O 8.30 -17.20 1.07  0.038
H 8.93 -19.36 1.92  0.118
H 10.07 -19.74 0.62  0.105
H 9.79 -16.82 -0.92  0.126
H 10.43 -18.42 -0.79  0.112
N 12.79 -7.54 5.74  0.159
C 12.96 -7.64 7.02  -0.849
N 11.84 -7.77 7.63  0.168
O 14.02 -7.64 7.57  0.060
H 11.89 -7.54 5.28  0.100
H 13.62 -7.38 5.18  0.123
H 11.81 -8.11 8.58  0.132
H 11.05 -7.57 7.04  0.107
N 15.52 -9.75 -4.02  0.159
C 14.43 -10.11 -3.41  -0.789
N 14.34 -11.39 -3.32  0.164
O 13.58 -9.30 -3.04  0.005
H 15.80 -8.78 -3.98  0.127
H 16.08 -10.55 -4.28  0.103
H 15.14 -11.96 -3.57  0.108
H 13.70 -11.80 -2.66  0.124
N 12.71 -5.03 1.97  0.150
C 13.05 -5.74 0.94  -0.808
N 12.31 -6.79 0.94  0.163
O 13.79 -5.36 0.05  0.040
H 11.98 -5.38 2.57  0.095
H 13.15 -4.19 2.30  0.125
H 11.75 -6.96 1.76  0.103
H 12.46 -7.44 0.19  0.131
C 18.65 -8.45 0.56  -0.085
C 17.49 -9.44 0.52  -0.338
O 17.37 -10.17 1.70  -0.077
H 18.66 -7.76 -0.29  0.070
H 19.67 -8.83 0.61  0.069
H 18.58 -7.81 1.44  0.071
H 17.63 -10.12 -0.32  0.102
H 16.54 -8.93 0.40  0.108
H 16.69 -10.84 1.59  0.081
C 16.36 -14.23 8.87  -0.081
C 15.34 -13.21 8.32  -0.361
O 15.14 -12.15 9.20  -0.059
H 15.93 -14.73 9.75  0.071
H 17.27 -13.69 9.13  0.070
H 16.69 -14.90 8.08  0.069
H 14.41 -13.71 8.08  0.099
H 15.71 -12.89 7.34  0.106
H 14.96 -11.36 8.68  0.085
C 11.43 -13.49 3.84  -0.085
C 12.37 -12.37 3.29  -0.298
O 13.04 -12.93 2.17  -0.090
H 10.83 -13.06 4.64  0.061
H 11.86 -14.44 4.18  0.065
H 10.79 -13.95 3.08  0.066
H 13.04 -12.12 4.12  0.099
H 11.93 -11.41 3.04  0.100
H 12.45 -12.89 1.41  0.079
C 11.60 -18.05 7.56  -0.115
C 10.16 -17.69 7.36  -0.335
O 9.31 -18.47 8.21  -0.069
H 11.79 -17.99 8.63  0.080
H 12.27 -17.37 7.04  0.072
H 11.92 -19.02 7.18  0.072
H 9.94 -17.98 6.33  0.104
H 10.11 -16.61 7.43  0.115
H 9.66 -19.35 8.09  0.076

***

No. 2
Below is a 10-piece molecular cluster, C14H48O10 overall in a non-equilibrium geometry, with properties calculated with wB97M-V/def2-TZVPD.

Calculated values
E_HOMO: -9.943 eV
Total charge: 0
Energy above the lowest of the compared OMol25 structures with the same formula, charge and spin: 77.0 kcal per mole
Molar mass: 376.528 g mol⁻¹
Structure (SMILES): CCO.CCO.CCO.CCO.CCO.CCO.CCO.O.O.O
Gap between HOMO and LUMO: 9.89 eV

Last column: Löwdin charge in e.
CARTESIAN COORDINATES (ANGSTROEM)
C -12.55 -9.01 -28.42  -0.076
C -13.34 -9.81 -27.34  -0.361
O -12.68 -10.84 -26.74  -0.042
H -12.12 -9.61 -29.22  0.070
H -11.74 -8.48 -27.92  0.055
H -13.20 -8.29 -28.92  0.076
H -14.23 -10.17 -27.85  0.109
H -13.70 -9.11 -26.59  0.106
H -13.31 -11.55 -26.88  0.090
C -9.89 -2.82 -28.51  -0.098
C -10.00 -1.67 -29.52  -0.296
O -9.21 -0.61 -28.98  -0.079
H -10.08 -3.83 -28.89  0.037
H -10.59 -2.68 -27.69  0.061
H -8.93 -2.96 -28.02  0.077
H -11.04 -1.42 -29.71  0.109
H -9.58 -1.95 -30.48  0.108
H -9.71 -0.28 -28.22  0.079
C -7.57 -7.95 -23.27  -0.101
C -7.32 -8.69 -22.00  -0.333
O -7.85 -9.98 -22.04  -0.065
H -7.55 -8.56 -24.17  0.053
H -6.86 -7.15 -23.48  0.080
H -8.56 -7.50 -23.31  0.058
H -7.86 -8.10 -21.26  0.106
H -6.25 -8.68 -21.76  0.117
H -8.80 -10.10 -22.00  0.091
C -9.04 -5.97 -30.47  -0.102
C -9.04 -7.47 -30.37  -0.307
O -10.23 -8.02 -30.95  -0.077
H -9.05 -5.60 -31.50  0.079
H -8.07 -5.57 -30.17  0.079
H -9.88 -5.53 -29.93  0.052
H -8.90 -7.76 -29.33  0.098
H -8.20 -7.85 -30.96  0.111
H -10.96 -7.98 -30.33  0.043
C -12.24 -6.33 -21.15  -0.105
C -12.35 -7.30 -20.06  -0.359
O -12.91 -8.51 -20.53  -0.076
H -11.65 -6.67 -22.00  0.075
H -11.92 -5.35 -20.80  0.083
H -13.29 -6.20 -21.42  0.083
H -13.08 -6.87 -19.37  0.117
H -11.35 -7.52 -19.69  0.111
H -13.03 -9.14 -19.81  0.081
C -6.62 -9.50 -26.81  -0.103
C -5.76 -9.51 -28.05  -0.344
O -5.47 -10.84 -28.15  -0.073
H -6.27 -9.88 -25.85  0.078
H -7.59 -9.96 -27.04  0.079
H -6.91 -8.46 -26.65  0.053
H -4.88 -8.88 -28.06  0.119
H -6.44 -9.28 -28.87  0.102
H -6.12 -11.31 -28.68  0.095
C -9.62 -6.29 -26.09  -0.054
C -9.70 -4.99 -25.29  -0.347
O -10.43 -5.09 -24.17  -0.073
H -9.19 -7.12 -25.54  0.058
H -8.86 -6.09 -26.85  0.066
H -10.49 -6.52 -26.71  0.066
H -10.05 -4.17 -25.92  0.105
H -8.67 -4.77 -24.98  0.115
H -10.72 -4.21 -23.92  0.055
O -13.68 -3.80 -23.21  -0.082
H -13.45 -4.47 -23.85  -0.061
H -12.84 -3.41 -22.95  -0.048
O -11.28 -2.82 -22.66  -0.031
H -11.45 -1.89 -22.57  0.081
H -10.47 -2.97 -22.18  0.076
O -13.09 -5.72 -24.77  -0.026
H -13.26 -6.48 -24.21  0.064
H -12.14 -5.67 -24.81  0.013

***

No. 3
Below is a 11-piece molecular cluster, C14H50N4O11 overall in a non-equilibrium geometry, with properties calculated with wB97M-V/def2-TZVPD.

Calculated values
E_HOMO: -9.507 eV
Total charge: 0
Energy above the lowest of the compared OMol25 structures with the same formula, charge and spin: 7.1 kcal per mole
Molar mass: 450.571 g mol⁻¹
Structure (SMILES): NC(N)=O.NC(N)=O.CCO.CCO.CCO.CO.CO.CO.CO.CO.CO
Gap between HOMO and LUMO: 10.07 eV

Last column: Löwdin charge in e.
CARTESIAN COORDINATES (ANGSTROEM)
N -15.42 0.94 11.84  0.197
C -14.78 2.13 12.05  -0.661
N -13.63 2.13 12.71  0.229
O -15.45 3.10 11.68  -0.034
H -15.13 0.10 12.25  0.040
H -16.43 1.04 11.62  0.092
H -13.25 1.29 13.07  0.087
H -13.23 3.05 12.82  0.091
N -13.81 -2.96 14.21  0.156
C -15.14 -2.64 14.06  -0.607
N -15.61 -2.07 12.87  0.173
O -15.93 -2.68 15.00  0.004
H -13.56 -3.21 15.18  0.117
H -13.19 -2.41 13.56  0.101
H -15.38 -2.57 12.05  0.089
H -16.58 -1.92 13.06  0.066
C -11.82 6.88 14.31  -0.090
C -11.61 6.02 13.07  -0.331
O -11.67 4.68 13.41  -0.083
H -12.66 6.52 14.92  0.083
H -12.06 7.93 14.06  0.085
H -10.95 6.93 14.91  0.050
H -10.82 6.30 12.30  0.132
H -12.51 6.25 12.46  0.094
H -11.42 4.54 14.32  0.080
C -13.96 1.87 8.72  -0.069
C -13.02 0.73 8.45  -0.337
O -13.33 -0.38 9.24  -0.141
H -14.93 1.54 8.33  0.084
H -13.69 2.82 8.28  0.082
H -14.16 2.01 9.73  0.014
H -11.99 1.00 8.55  0.101
H -13.24 0.44 7.39  0.119
H -14.35 -0.57 9.02  0.102
C -14.74 7.00 8.72  -0.089
C -15.26 6.11 9.78  -0.335
O -14.13 5.59 10.42  -0.078
H -14.16 6.51 7.99  0.067
H -14.24 7.81 9.14  0.048
H -15.61 7.48 8.24  0.088
H -15.79 5.22 9.27  0.135
H -15.91 6.54 10.52  0.102
H -14.38 4.97 11.05  0.010
C -19.16 -2.79 11.72  -0.161
O -19.39 -1.46 12.07  -0.134
H -19.91 -3.18 11.09  0.068
H -18.31 -2.94 11.05  0.075
H -19.09 -3.38 12.59  0.079
H -18.91 -1.17 12.91  0.093
C -16.66 4.69 13.83  -0.131
O -17.44 3.55 13.41  -0.130
H -15.65 4.46 13.69  0.034
H -16.87 5.59 13.28  0.067
H -16.78 4.98 14.88  0.081
H -17.18 3.30 12.53  0.017
C -11.23 -0.05 11.86  -0.150
O -12.48 -0.67 12.06  -0.145
H -10.60 -0.66 11.17  0.094
H -11.35 0.90 11.38  0.063
H -10.72 0.06 12.80  0.077
H -12.99 -0.72 11.28  0.023
C -17.81 0.51 15.25  -0.132
O -17.95 -0.77 14.68  -0.174
H -16.70 0.65 15.39  0.105
H -18.20 1.16 14.49  0.052
H -18.40 0.64 16.19  0.090
H -17.26 -1.36 15.02  0.037
C -18.29 1.37 10.01  -0.065
O -17.75 0.03 10.30  -0.184
H -18.65 1.53 8.97  0.088
H -19.03 1.58 10.71  0.063
H -17.40 2.04 10.14  0.078
H -18.43 -0.44 10.82  0.050
C -16.29 -2.52 8.19  -0.096
O -15.80 -1.48 9.08  -0.183
H -16.06 -3.47 8.62  0.064
H -17.38 -2.44 7.97  0.093
H -15.73 -2.41 7.27  0.074
H -16.55 -0.88 9.31  0.053